No. 1
Below is one molecule with the formula C4H7NO2, with properties calculated with ωB97M-V/def2-TZVPD.

Geometry (Å):
C (-0.97317, -1.26411, 0.03614)
C (0.28859, -0.84527, -0.04218)
C (-1.93726, -0.20547, 0.17044)
C (1.96696, 0.81334, -0.18797)
N (0.79462, 0.37087, 0.45996)
O (-1.42527, 1.04449, -0.17235)
O (-0.43559, 1.49082, 0.71165)
H (-1.19892, -2.24088, -0.40743)
H (1.12684, -1.42353, -0.38448)
H (-2.76538, -0.27579, -0.52255)
H (-2.41159, -0.14826, 1.20485)
H (2.22482, 1.82618, 0.24154)
H (2.90171, 0.16646, 0.10211)
H (1.84362, 0.69115, -1.20973)

Forces on the atoms, in the same order (eV/Å):
C 1.452 -0.929 -1.542
C 0.558 1.029 1.283
C -2.480 0.575 2.454
C 2.361 1.038 2.352
N -2.616 -0.398 1.925
O 0.164 1.660 -0.683
O 2.358 -3.244 -1.253
H -0.149 0.432 0.442
H 0.039 -0.519 -0.177
H -0.247 -0.305 -0.261
H 0.498 -0.019 -0.933
H -0.300 -0.895 -1.139
H -1.904 0.825 -0.146
H 0.268 0.750 -2.323

**Frontier orbital gap**: 9.143 eV
**Energy above the lowest of the compared OMol25 structures with the same formula, charge and spin**: 685.50 kJ/mol
**Total energy**: -9840.175 eV
**LUMO**: 0.652 eV



No. 2
Below is a 2-piece molecular cluster, C4H7NO2 overall, with properties calculated with ωB97M-V/def2-TZVPD.

Geometry (Å):
O (0.26801, 0.93437, 1.85004)
C (0.97539, -0.09607, 1.29707)
C (0.49517, -1.29080, 0.96021)
O (-1.21983, -1.16112, -1.27066)
C (-1.60494, -0.01880, -1.18379)
N (-0.78117, 1.09576, -0.89508)
C (0.46100, 0.92310, -1.13476)
H (-0.55188, 1.06804, 1.34897)
H (2.02395, 0.15851, 1.14568)
H (1.12255, -2.01743, 0.45524)
H (-0.53814, -1.57055, 1.13785)
H (-2.67107, 0.24526, -1.24554)
H (0.85283, 0.03669, -1.64128)
H (1.16813, 1.69304, -0.82395)

Forces on the atoms, in the same order (eV/Å):
O -0.114 0.035 0.008
C 0.235 -0.391 -0.003
C 0.099 0.161 0.186
O -0.244 0.521 -0.105
C -0.043 -0.429 -0.150
N 0.315 -0.106 -0.088
C -0.191 0.095 -0.089
H 0.112 -0.064 0.144
H -0.088 -0.080 0.114
H 0.002 0.118 0.199
H 0.128 0.097 -0.039
H 0.074 -0.006 -0.066
H -0.144 0.122 -0.033
H -0.140 -0.073 -0.078

**Frontier orbital gap**: 9.042 eV
**Energy above the lowest of the compared OMol25 structures with the same formula, charge and spin**: 283.15 kJ/mol
**Total energy**: -9844.345 eV
**LUMO**: -0.281 eV



No. 3
Below is one molecule with the formula C4H7NO2, with properties calculated with ωB97M-V/def2-TZVPD.

Geometry (Å):
N (1.88241, 0.40360, 1.71180)
C (0.71166, 0.62787, 1.06029)
O (-0.05041, 1.53063, 1.35982)
C (0.41577, -0.33635, -0.07345)
C (-1.05954, -0.28970, -0.39921)
C (-1.68564, -0.55869, -2.60371)
O (-1.24027, -1.15865, -1.53350)
H (2.17235, 1.07144, 2.40894)
H (2.53959, -0.28710, 1.39233)
H (0.72027, -1.35965, 0.16394)
H (0.98813, -0.02955, -0.96282)
H (-1.72005, -0.59271, 0.40983)
H (-1.31204, 0.71903, -0.72757)
H (-2.36223, 0.25983, -2.20670)

Forces on the atoms, in the same order (eV/Å):
N 0.052 0.117 0.062
C -0.015 0.062 0.090
O 0.249 -0.266 -0.066
C -0.003 -0.022 0.117
C 0.006 0.280 0.261
C -1.129 -0.954 -0.116
O 0.404 0.648 -0.756
H -0.011 -0.075 -0.067
H -0.074 0.063 0.043
H 0.038 0.128 0.084
H -0.144 -0.054 0.236
H 0.141 -0.122 0.118
H -0.122 -0.057 0.369
H 0.608 0.252 -0.376

**Frontier orbital gap**: 9.053 eV
**Energy above the lowest of the compared OMol25 structures with the same formula, charge and spin**: 362.79 kJ/mol
**Total energy**: -9843.520 eV
**LUMO**: 0.513 eV



No. 4
Below is a 2-piece molecular cluster, C4H7NO2 overall, with properties calculated with ωB97M-V/def2-TZVPD.

Geometry (Å):
C (-0.21810, -0.04308, -2.26106)
N (-1.30989, -0.04147, -1.32647)
C (-1.51862, -0.18126, -0.15384)
C (1.40338, -0.60049, 0.83237)
O (1.48645, 0.70149, 0.89124)
C (0.75471, 1.54618, 1.53697)
O (-1.86412, -0.29646, 0.96974)
H (0.70658, -0.37771, -1.78023)
H (-0.45821, -0.70664, -3.09624)
H (-0.07311, 0.96577, -2.65799)
H (2.22411, -1.07606, 0.31682)
H (0.69680, -1.10941, 1.47849)
H (1.00754, 2.58404, 1.38099)
H (-0.06896, 1.18654, 2.14380)

Forces on the atoms, in the same order (eV/Å):
C 0.196 0.008 -0.151
N -0.198 -0.060 0.673
C -0.135 -0.005 0.064
C -0.109 -0.624 0.148
O 0.757 0.100 -0.599
C -0.636 0.525 0.520
O 0.210 0.054 -0.731
H -0.150 0.051 -0.097
H 0.044 0.099 0.141
H -0.027 -0.148 0.066
H -0.122 0.045 0.076
H 0.098 0.029 -0.081
H -0.043 -0.148 0.035
H 0.112 0.076 -0.063

**Frontier orbital gap (alpha / beta)**: 8.300 / 8.084 eV
**Energy above the lowest of the compared OMol25 structures with the same formula, charge and spin**: 447.45 kJ/mol
**Total energy**: -9842.642 eV
**LUMO (alpha / beta)**: 0.626 / 0.501 eV